The following is a DFT calculation (ωB97M-V with the def2-TZVPD basis set) of a molecular structure, C34H38AsN3O2RhSSi2.

## Properties
- 2S+1 = 1
- HOMO (eV) = -4.30
- net charge = -1

Each line ends with the Löwdin charge.
Element x y z (Å)
Rh 0.032 0.617 0.420  0.2424
C 2.470 -1.309 2.193  -0.2080
Si 1.964 0.439 1.686  0.4399
C 3.563 1.163 0.960  -0.2009
C 1.778 1.408 3.314  -0.2915
C 2.615 1.266 4.424  -0.1049
C 2.458 2.069 5.543  -0.1124
C 1.460 3.041 5.565  -0.1141
C 0.626 3.194 4.469  -0.1064
C 0.768 2.380 3.341  -0.2955
Si -0.294 2.472 1.780  0.4404
C 0.026 4.198 1.049  -0.2111
C -2.070 2.666 2.421  -0.2343
H 3.362 -1.271 2.828  0.0193
H 2.715 -1.911 1.325  -0.0063
H 1.668 -1.807 2.741  0.0146
H 4.327 1.182 1.745  0.0219
H 3.418 2.186 0.606  0.0206
H 3.928 0.564 0.124  0.0199
H 3.399 0.514 4.418  0.0896
H 3.110 1.943 6.400  0.0881
H 1.336 3.672 6.438  0.0876
H -0.149 3.955 4.496  0.0903
H -0.102 4.957 1.828  0.0190
H -0.684 4.424 0.250  0.0068
H 1.031 4.278 0.641  0.0087
H -2.116 3.554 3.061  0.0147
H -2.386 1.799 3.001  -0.0040
H -2.784 2.813 1.608  0.0050
S -1.182 -0.681 2.055  0.6037
C -2.004 -1.972 1.169  -0.6981
C -3.095 -2.616 1.778  -0.1408
C -3.805 -3.604 1.121  -0.1092
C -3.462 -3.991 -0.169  -0.1142
C -2.379 -3.386 -0.784  -0.1117
C -1.651 -2.398 -0.131  -0.4071
As -0.086 -1.540 -0.880  1.3304
C 1.265 -2.911 -0.617  -0.3732
C 1.069 -3.979 0.250  -0.0971
C 2.103 -4.876 0.492  -0.0899
C 3.331 -4.708 -0.129  -0.1023
C 3.529 -3.638 -0.993  -0.0914
C 2.502 -2.739 -1.231  -0.1166
C -0.388 -1.741 -2.793  -0.3415
C -0.193 -2.939 -3.478  -0.1122
C -0.452 -3.016 -4.841  -0.0930
C -0.906 -1.899 -5.528  -0.1020
C -1.098 -0.702 -4.852  -0.0850
C -0.836 -0.625 -3.492  -0.0976
H -3.382 -2.305 2.775  0.0916
H -4.648 -4.069 1.618  0.0938
H -4.030 -4.752 -0.687  0.0893
H -2.098 -3.686 -1.789  0.0897
H 0.115 -4.104 0.746  0.1022
H 1.948 -5.701 1.176  0.0978
H 4.138 -5.404 0.066  0.0938
H 4.491 -3.495 -1.469  0.0985
H 2.665 -1.880 -1.877  0.1012
H 0.171 -3.811 -2.949  0.1020
H -0.296 -3.951 -5.367  0.0969
H -1.106 -1.960 -6.591  0.0946
H -1.444 0.176 -5.383  0.0996
H -0.966 0.318 -2.964  0.0776
C 2.231 3.125 -2.334  -0.0983
O 1.318 2.723 -1.313  -0.2047
C 1.262 1.355 -1.043  -0.5978
O 1.969 0.657 -1.751  -0.0781
H 2.240 4.215 -2.318  0.0814
H 1.912 2.768 -3.317  0.0815
H 3.229 2.734 -2.141  0.0808
N -3.030 3.817 -3.012  0.1147
C -3.102 2.775 -2.105  -0.3715
C -1.931 2.248 -1.539  -0.0858
N -1.980 1.249 -0.680  0.0141
C -3.184 0.744 -0.383  -0.1202
C -4.321 1.261 -0.968  -0.1089
N -4.296 2.281 -1.824  0.1196
H -2.227 4.417 -2.919  0.0876
H -3.901 4.311 -3.126  0.0868
H -0.961 2.661 -1.759  0.1005
H -3.221 -0.055 0.340  0.0740
H -5.294 0.850 -0.728  0.1050



The following is a DFT calculation (ωB97M-V with the def2-TZVPD basis set) of a molecular structure, C34H38BClCrN6O8S2.

## Properties
- 2S+1 = 2
- ⟨S²⟩ = 0.7986
- HOMO (spin up / spin down) (eV) = -4.09 / -3.50
- net charge = -1

Each line ends with the Löwdin spin population.
Element x y z (Å)
Cr 0.122 -0.021 0.069  1.0528
S 0.908 -0.351 2.254  0.0041
C 1.414 -1.870 1.600  0.0037
C 2.050 -2.923 2.274  0.0006
C 2.373 -4.062 1.568  0.0013
C 2.052 -4.160 0.216  0.0027
C 1.421 -3.083 -0.380  0.0000
N 1.137 -1.966 0.281  0.0011
H 2.263 -2.824 3.329  -0.0003
H 2.866 -4.887 2.070  0.0000
H 2.265 -5.053 -0.355  0.0002
H 1.104 -3.111 -1.413  0.0000
N 7.916 -1.885 1.191  0.0001
C 6.820 -1.077 0.851  0.0002
C 6.937 -0.123 -0.161  0.0000
C 5.866 0.690 -0.482  0.0002
C 4.678 0.572 0.220  0.0002
C 4.555 -0.350 1.246  0.0008
C 5.621 -1.180 1.552  0.0000
S 3.291 1.613 -0.130  0.0004
O 3.698 2.608 -1.109  -0.0007
O 2.840 2.087 1.144  -0.0005
N 2.121 0.678 -0.781  0.0011
C 2.432 -0.061 -1.878  0.0001
N 3.683 -0.151 -2.370  0.0006
C 3.861 -0.937 -3.419  -0.0004
C 2.836 -1.636 -4.038  0.0007
C 1.575 -1.435 -3.495  0.0005
N 1.363 -0.663 -2.447  0.0058
H 8.546 -2.056 0.422  0.0000
H 7.654 -2.749 1.640  0.0000
H 7.873 -0.029 -0.702  0.0000
H 5.934 1.410 -1.286  0.0000
H 3.625 -0.412 1.799  0.0007
H 5.520 -1.910 2.348  0.0000
H 4.880 -1.008 -3.791  -0.0001
H 3.004 -2.275 -4.891  0.0001
H 0.694 -1.909 -3.921  0.0000
O -1.750 -3.364 -0.370  -0.0006
Cl -2.043 -1.971 -0.512  0.0016
O -3.441 -1.769 -0.732  0.0011
O -1.260 -1.400 -1.600  0.0064
O -1.621 -1.241 0.690  0.0018
C 0.917 7.745 4.649  0.0000
C 0.298 6.354 4.783  0.0000
C 1.056 5.601 5.885  0.0000
C -1.168 6.524 5.206  0.0000
C 0.363 5.556 3.480  -0.0004
C 0.915 6.074 2.315  -0.0003
C 0.980 5.330 1.128  -0.0007
C 0.471 4.060 1.150  -0.0007
O 0.405 3.140 0.154  -0.0074
B -0.120 1.905 0.729  -0.0393
O -0.486 2.253 2.081  -0.0081
C -0.084 3.521 2.305  -0.0010
C -0.151 4.247 3.469  -0.0006
H 0.857 8.263 5.609  0.0000
H 0.390 8.350 3.908  0.0000
H 1.968 7.690 4.363  0.0000
H 1.028 6.167 6.821  0.0000
H 2.099 5.453 5.600  0.0000
H 0.621 4.619 6.071  0.0000
H -1.234 7.109 6.127  0.0000
H -1.645 5.559 5.384  0.0000
H -1.736 7.038 4.428  0.0000
H 1.325 7.073 2.310  0.0000
H 1.441 5.743 0.239  0.0000
H -0.581 3.792 4.353  0.0000
C 1.747 2.919 -3.407  0.0000
N 0.646 2.973 -2.420  0.0001
C 0.057 4.328 -2.362  0.0001
C -0.389 1.911 -2.708  -0.0001
C -1.555 1.907 -1.766  -0.0016
C -2.760 2.379 -2.273  -0.0013
C -3.914 2.377 -1.502  0.0025
C -3.849 1.886 -0.212  -0.0010
C -2.647 1.411 0.292  0.0001
C -1.460 1.375 -0.453  -0.0256
H 2.559 3.553 -3.061  0.0000
H 1.357 3.250 -4.369  0.0000
H 2.112 1.900 -3.480  0.0000
H 1.023 2.774 -1.478  -0.0002
H -0.344 4.573 -3.346  0.0000
H 0.839 5.033 -2.088  0.0000
H -0.730 4.337 -1.616  0.0001
H 0.139 0.960 -2.676  0.0002
H -0.716 2.097 -3.735  0.0000
H -2.800 2.740 -3.296  -0.0003
H -4.846 2.743 -1.913  0.0001
H -4.736 1.864 0.410  -0.0002
H -2.620 1.035 1.307  -0.0002



The following is a DFT calculation (ωB97M-V with the def2-TZVPD basis set) of a molecular structure, C34H38BrFN5ReS.

## Properties
- 2S+1 = 2
- ⟨S²⟩ = 1.0959
- HOMO (spin up / spin down) (eV) = -16.27 / -16.26
- net charge = +3

Each line ends with the Löwdin spin population.
Element x y z (Å)
Re -0.448 -0.636 -0.764  0.1107
Br -2.893 6.303 -0.193  0.0015
C -1.867 4.753 -0.323  0.0024
C -0.507 4.840 -0.619  0.0003
C 0.259 3.692 -0.708  0.0013
C -0.329 2.443 -0.500  0.0012
C -1.689 2.362 -0.221  0.0018
C -2.458 3.508 -0.127  -0.0005
N 0.436 1.226 -0.602  0.0050
C 1.727 1.245 -0.671  0.0047
C 2.361 0.020 -1.096  0.0140
C 3.714 -0.133 -1.330  0.0036
C 4.153 -1.308 -1.928  0.0380
C 3.225 -2.276 -2.288  -0.0083
C 1.887 -2.081 -1.995  0.0395
N 1.458 -0.960 -1.389  -0.0019
H -0.050 5.807 -0.778  0.0000
H 1.306 3.806 -0.948  0.0001
H -2.172 1.407 -0.043  -0.0005
H -3.512 3.439 0.101  -0.0001
H 2.311 2.141 -0.510  0.0000
H 4.402 0.658 -1.067  -0.0003
H 5.206 -1.458 -2.127  0.0017
H 3.529 -3.189 -2.779  -0.0011
H 1.134 -2.820 -2.228  0.0016
C -0.251 -4.467 2.686  0.0046
C 0.893 -3.760 1.950  0.0013
C 0.748 -3.928 0.445  0.0041
C 1.202 -2.345 2.454  0.0316
C 2.264 -2.266 3.351  -0.0017
C 2.654 -1.073 3.938  0.0342
C 1.974 0.094 3.643  0.0018
C 0.913 0.099 2.744  0.0277
C 0.092 1.366 2.597  0.0042
C -0.870 1.520 3.782  0.0025
C 0.957 2.621 2.478  0.0005
C 0.565 -1.122 2.138  0.0473
N -0.558 -1.133 1.216  0.2900
C -1.708 -1.702 1.693  0.0417
C -2.019 -1.872 3.061  0.0851
C -3.225 -2.433 3.423  -0.0066
C -4.137 -2.859 2.458  0.1241
C -3.859 -2.730 1.088  0.0022
C -2.672 -2.151 0.778  0.0688
F -2.288 -1.993 -0.559  0.0121
H -0.133 -5.545 2.586  0.0002
H -1.227 -4.217 2.270  0.0020
H -0.254 -4.235 3.751  0.0001
H 1.796 -4.314 2.211  0.0000
H -0.143 -3.431 0.044  0.0020
H 0.644 -4.986 0.203  0.0001
H 1.631 -3.554 -0.066  0.0003
H 2.791 -3.175 3.606  -0.0003
H 3.475 -1.061 4.641  0.0016
H 2.249 1.012 4.142  0.0002
H -0.522 1.276 1.699  0.0013
H -0.329 1.472 4.727  0.0001
H -1.640 0.748 3.795  0.0007
H -1.374 2.485 3.735  0.0003
H 1.411 2.881 3.433  0.0001
H 0.343 3.472 2.182  0.0001
H 1.767 2.503 1.757  -0.0001
H -1.308 -1.539 3.805  0.0025
H -3.467 -2.548 4.470  -0.0019
H -5.077 -3.301 2.760  0.0055
H -4.539 -3.078 0.324  -0.0013
S -1.479 -0.379 -2.816  -0.0109
C -0.812 0.767 -3.999  0.0090
N -0.509 2.003 -3.658  -0.0027
C -0.099 3.023 -4.643  -0.0009
C -0.685 2.659 -5.998  -0.0001
C -0.322 1.230 -6.355  0.0015
N -0.715 0.346 -5.239  0.0004
H -0.687 2.278 -2.700  0.0006
H 0.991 3.065 -4.674  -0.0003
H -0.472 3.982 -4.290  0.0000
H -0.302 3.338 -6.758  0.0000
H -1.770 2.770 -5.972  0.0000
H 0.750 1.114 -6.528  0.0000
H -0.851 0.886 -7.241  0.0001
H -0.988 -0.606 -5.436  -0.0007



Values of maximum force, in order: 0.80, 0.61, 0.59, all in eV/Å.
Values of energy relative to the best compared isomer or geometry (same formula, charge and spin), in order: 0.0, 0.0, 108.3, all in kJ/mol.